Entry 1:
Density functional theory data (ωB97M-V/def2-TZVPD) for a cluster of 3 separate species, C14H29BrFIN2O3P in total at a distorted geometry.

Energy, eV: -114252.325
Charge: +1
Gap between HOMO and LUMO, eV: 8.007

The geometry in XYZ format:
```
52
Properties=species:S:1:pos:R:3:forces:R:3
C 3.12226 1.16698 1.84688 -0.5111 -0.5952 0.7905
C 2.25805 2.47382 2.20157 0.8923 -1.1219 -0.6193
Br 2.70675 2.90981 4.11741 -0.2738 0.1027 -1.2313
C 0.67524 2.21342 2.17602 0.1680 1.2324 0.3772
P 0.07663 1.07588 0.80182 -0.5869 0.0325 0.8201
C -1.81147 1.24075 0.62955 0.1269 -0.7120 -0.1471
C -2.58764 0.95802 2.01649 -0.7055 0.8132 0.7116
C -3.92618 1.86933 2.11273 0.1435 -1.4242 -0.8652
F -3.56482 3.24925 2.24200 -0.5724 -2.0239 -0.2213
C 0.48118 -0.74619 1.03856 -0.4440 -1.4942 -0.5645
C -0.22881 -1.42813 2.29985 0.5799 1.3565 4.0386
O -0.06535 -1.04819 3.48349 -0.4249 -1.1063 -5.1871
I -1.53841 -3.16685 1.98707 0.7669 1.0122 -0.2421
H 4.24931 1.30486 2.00751 -1.7911 0.1188 -0.4185
H 2.92390 0.79500 0.77267 0.4487 0.8082 1.6631
H 2.80010 0.36206 2.61384 0.5167 1.1047 -1.2486
H 2.60279 3.31955 1.50255 -0.8234 -1.1412 1.3517
H 0.29543 1.86425 3.20747 0.6520 0.1237 -1.7767
H 0.18017 3.24627 2.01191 0.4793 -1.7039 0.0638
H 0.68565 1.48289 -0.43936 -0.3210 -0.3756 0.8464
H -2.00325 2.28104 0.20426 0.1992 -1.2866 0.7085
H -2.10677 0.45700 -0.16792 0.3928 1.2916 1.1947
H -1.95950 1.22884 2.94033 -0.7720 -0.4858 -1.4465
H -2.91810 -0.14061 2.12068 0.6525 1.6750 -0.3275
H -4.62581 1.50750 2.95359 1.4205 0.9575 -0.9668
H -4.51106 1.66293 1.13744 0.8546 0.9424 1.3817
H 1.59368 -0.99023 1.10629 -1.4505 0.6928 0.0461
H 0.09680 -1.30000 0.09860 0.5125 1.0247 1.3735
C -2.43554 -5.18993 -2.24222 -0.0420 -0.5288 0.1617
O -2.78639 -4.19559 -1.63082 0.0546 -0.1520 0.1711
N -2.50613 -6.46713 -1.77471 0.1454 0.7539 -0.4541
C -2.06772 -7.60012 -2.56527 -0.0965 -0.0228 0.2224
C -3.03598 -6.70128 -0.44555 -0.0852 0.2908 -0.0233
H -2.01873 -5.12525 -3.26016 0.0008 -0.0949 -0.0043
H -2.91121 -8.27881 -2.71300 0.1571 -0.0919 -0.0973
H -1.26899 -8.11976 -2.03029 -0.0249 -0.1140 -0.1685
H -1.69470 -7.27653 -3.53805 -0.0596 0.0411 0.1217
H -4.05907 -6.32085 -0.39517 0.0601 -0.0666 0.1597
H -2.42559 -6.16239 0.28382 -0.1118 -0.0952 0.0825
H -3.02930 -7.76659 -0.21328 0.0442 0.1204 -0.1091
C 2.59004 3.07102 -1.64152 0.5440 0.8350 -0.5434
O 3.26900 2.33877 -0.93740 -0.2387 0.0698 -0.0145
N 3.04636 4.16260 -2.30768 -0.6882 -0.8702 0.4845
C 2.17558 4.98369 -3.12620 0.1890 0.0798 -0.0089
C 4.44938 4.51864 -2.19711 0.1675 -0.2376 0.1850
H 1.51208 2.89200 -1.79473 -0.0706 0.1334 -0.1541
H 2.54871 4.98386 -4.15289 -0.1576 0.1093 0.0141
H 2.17815 6.00394 -2.73546 -0.1055 -0.0060 -0.1580
H 1.15415 4.59988 -3.11711 0.1215 -0.0155 0.0311
H 5.05955 3.68716 -2.55721 0.0761 0.1439 0.0652
H 4.69129 4.70143 -1.14749 0.1319 0.0160 -0.1195
H 4.66434 5.41199 -2.78380 -0.1412 -0.1163 0.0509
```
Forces are in eV/Å.

natural (NBO) population analysis, charges in e, atoms 1 to 6: -0.666 -0.229 0.022 -0.768 1.230 -0.701


Entry 2:
Density functional theory data (ωB97M-V/def2-TZVPD) for a cluster of 6 separate species, C14H29F2NO24S7 in total at a distorted geometry.

Energy, eV: -146891.598
Gap between HOMO and LUMO, eV: 10.441
SMILES: CC(C)CN(S(=O)(=O)F)S(=O)(=O)F.O=S1(=O)OCCO1.O=S1(=O)OCCO1.O=S1(=O)OCCO1.O=S1(=O)OCCO1.O=S1(=O)OCCO1

The geometry in XYZ format:
```
77
Properties=species:S:1:pos:R:3:forces:R:3
C 2.09184 -0.86159 0.54809 0.2632 0.0723 0.8427
C 1.26607 0.45848 0.34273 1.5447 0.2669 -0.7570
C 2.30603 1.56436 -0.11918 -0.2914 -0.0982 1.3049
C 0.15398 0.34745 -0.76017 1.4569 0.1619 -0.1168
N -1.25847 0.56951 -0.30534 1.1548 -1.2764 0.8911
S -1.90294 -0.74579 0.57341 -1.9577 -0.3488 1.3979
O -3.30221 -0.62109 0.51784 0.8744 1.4712 0.4989
O -1.34947 -0.88535 1.86962 1.3194 -0.2531 -0.4694
F -1.51612 -2.05272 -0.26249 0.3151 1.7132 0.1991
S -1.48779 2.05729 0.47262 -1.2704 2.6284 -0.7996
O -0.55995 2.99485 -0.04768 1.2765 -1.0115 0.3481
O -2.82869 2.47553 0.30806 -0.6427 -1.2382 0.7180
F -1.24217 1.93865 2.04448 0.1056 -0.6103 -1.4027
H 1.54292 -1.78200 0.26048 0.1725 0.4644 0.2405
H 3.06612 -0.85316 0.01692 -0.7280 0.0907 -0.0254
H 2.32663 -0.93874 1.64961 -0.0211 0.1553 -2.0112
H 0.89534 0.75759 1.34258 -0.3235 -0.2208 -0.7191
H 2.70776 2.06435 0.79077 -0.0684 -0.3274 -0.5823
H 1.85987 2.31822 -0.76748 -0.0698 -0.1435 0.8518
H 3.14207 1.12165 -0.68111 -0.4713 0.0669 0.5450
H 0.34688 1.09276 -1.55523 -0.3221 -0.3509 0.5450
H 0.27760 -0.64231 -1.24784 -0.7876 0.4967 0.3607
O 1.28260 -1.46592 3.06466 0.0840 -0.4222 0.8921
S 2.05233 -2.44769 3.74950 -0.8293 -0.3819 0.6249
O 3.46915 -2.48836 3.69447 -0.0218 0.3053 -0.1260
O 1.47322 -3.89733 3.35249 -0.0373 0.5147 0.0289
C 1.05007 -4.58922 4.53276 0.2588 -0.2277 0.3460
C 0.64749 -3.50039 5.50207 -0.6792 -0.3212 -0.2233
O 1.59915 -2.45165 5.29421 0.5458 -0.2987 -0.3699
H 1.89757 -5.16482 4.91284 -0.0293 0.0007 0.0099
H 0.22833 -5.26489 4.30501 0.0221 0.1298 -0.2345
H 0.66052 -3.83345 6.53516 0.2358 0.1405 -0.3133
H -0.34547 -3.10932 5.26142 -0.0005 -0.0314 0.0019
O 4.55042 1.46644 -2.36803 -0.1876 -0.2032 -0.0204
S 3.56284 2.22142 -3.05174 0.0608 0.6026 -0.9266
O 2.18680 2.20075 -2.69594 0.4389 -0.0162 -0.8242
O 3.68449 1.90316 -4.62499 0.3459 0.0400 0.5334
C 3.93121 3.11659 -5.34613 -0.2560 0.3786 -0.2553
C 4.66602 4.01072 -4.37138 0.5288 -0.1510 -0.1829
O 4.04545 3.75548 -3.10656 -0.4832 -0.3272 -0.0860
H 2.97080 3.54663 -5.62921 0.1508 0.0172 0.1730
H 4.51450 2.91473 -6.24147 -0.0336 -0.2211 0.0905
H 4.58852 5.06337 -4.63285 -0.1812 -0.0049 0.2267
H 5.72024 3.73288 -4.29370 -0.0124 0.0255 -0.0460
O -4.30371 -1.94897 -0.83367 -1.2230 -1.4372 -1.1838
S -5.65503 -2.11087 -0.44793 -0.1087 -0.2384 -0.4165
O -6.19415 -1.50698 0.71364 0.0894 0.0997 -0.0559
O -5.98608 -3.69283 -0.41184 0.1576 0.3018 -0.2879
C -7.06686 -3.98207 -1.29944 -0.5020 0.0080 0.0752
C -6.97978 -2.92729 -2.38481 0.3219 -0.2653 -0.3271
O -6.59930 -1.73153 -1.70266 -0.1727 -0.1763 0.5014
H -8.00129 -3.89718 -0.73922 -0.0129 -0.0108 -0.0578
H -6.97305 -4.99147 -1.69514 0.2025 0.0200 0.1228
H -7.92450 -2.78697 -2.90547 0.0124 0.2260 0.1294
H -6.19766 -3.16799 -3.10971 -0.0525 -0.0618 -0.0071
O -1.74168 -2.12694 8.53676 0.0869 -0.4163 -0.0032
S -0.34343 -1.90996 8.61443 0.2743 0.7378 0.2590
O 0.61017 -2.90778 8.26391 -0.4189 0.2210 0.3964
O 0.00320 -1.36465 10.08829 -0.3381 -0.0063 -0.4227
C 0.64572 -0.08902 9.99353 0.5470 0.1941 -0.0628
C 0.10880 0.52601 8.71778 -0.4231 0.3458 0.2604
O 0.00826 -0.56863 7.80221 0.3311 -0.5121 0.2673
H 1.72382 -0.25381 9.93139 -0.0195 0.0370 -0.0032
H 0.42253 0.51530 10.87011 -0.1560 -0.2101 0.0436
H 0.76173 1.29964 8.32087 0.0390 -0.2042 -0.2035
H -0.89273 0.93714 8.86573 0.0445 0.0319 0.0274
O 2.78200 3.94579 -8.14735 0.0612 0.0890 0.2855
S 1.43904 3.82259 -7.70131 -0.6611 -0.3804 -0.6690
O 0.96219 4.45882 -6.52782 0.2781 0.2158 -0.0313
O 1.08008 2.25628 -7.62092 0.3183 0.4074 -0.2934
C -0.04325 1.97164 -8.46052 -0.5964 -0.0120 0.0610
C 0.02487 3.00297 -9.56772 0.2848 -0.3504 -0.3911
O 0.46016 4.20275 -8.92015 -0.0220 -0.1274 0.5793
H -0.95186 2.08729 -7.86544 0.0057 -0.0104 -0.0355
H 0.01325 0.95345 -8.83928 0.2317 0.0185 0.1275
H -0.93548 3.15613 -10.05422 0.0230 0.2470 0.1380
H 0.77243 2.73209 -10.31736 -0.0518 -0.0383 -0.0019
```
Forces are in eV/Å.

Mulliken population analysis, charges in e, atoms 1 to 6: -1.300 1.687 -1.669 -1.901 0.063 1.201


Entry 3:
Density functional theory data (ωB97M-V/def2-TZVPD) for a structure of composition C14H29O13V at a distorted geometry.

Multiplicity: 5
Energy, eV: -67289.054
Gap between HOMO and LUMO (alpha / beta), eV: 4.284 / 7.694

The geometry in XYZ format:
```
57
Properties=species:S:1:pos:R:3:forces:R:3
V 27.16849 -7.22886 22.45203 0.1318 0.1795 -0.9204
C 28.91462 -9.17380 18.79417 0.4531 -0.2715 0.9075
C 27.57564 -8.45214 19.14301 1.3482 0.0086 0.4714
O 27.43154 -7.85594 20.37395 0.2401 -0.2266 0.1478
H 28.95855 -9.59106 17.78815 -0.3091 0.4405 -0.3722
H 29.06176 -10.07051 19.39613 -0.1171 -0.0358 0.4236
H 29.80163 -8.56206 18.95874 0.0560 0.2595 -0.0580
H 26.90713 -9.29598 18.97233 -1.1141 0.1829 -0.2927
H 27.55161 -7.67966 18.37437 -0.7987 0.1171 -0.6898
C 28.53098 -2.86172 23.59952 0.3425 -0.6635 0.2512
O 29.18464 -3.19158 22.35517 0.4256 3.4311 1.9342
C 28.98821 -4.22246 21.64617 -1.8500 -3.3778 -0.3339
O 28.27752 -5.19083 21.92341 0.7277 1.0282 -0.2170
O 29.69169 -4.06313 20.55099 0.7130 -0.3569 -2.2488
C 29.49775 -5.02736 19.47275 -0.0476 -0.7823 0.1200
H 28.85115 -1.86843 23.91409 0.1589 -0.0043 -0.5801
H 28.91395 -3.54519 24.35735 -0.4739 -0.1850 0.0203
H 27.44315 -2.86482 23.53087 0.1385 -0.3759 -0.1632
H 30.19518 -4.97876 18.63650 0.7040 1.0414 0.6321
H 28.54469 -4.88147 18.96434 -0.3200 -0.1953 0.6716
H 29.64790 -6.03342 19.86442 -0.7257 -0.0071 0.1014
C 30.03328 -10.54292 22.34928 -1.2110 0.5735 -0.3201
O 30.87955 -9.52443 22.84250 0.7584 2.9622 1.9568
C 30.36132 -8.26524 23.17761 0.3574 -1.3989 -0.0513
O 29.26045 -7.90814 22.81421 1.4230 -0.0086 0.8434
O 31.28205 -7.57824 23.98352 -1.4474 -2.0663 -1.5083
C 31.00603 -6.23495 24.30554 -0.5129 1.7198 -0.2413
H 29.07540 -10.55217 22.86936 -0.0338 0.0905 0.1852
H 30.51624 -11.50438 22.52373 0.2139 0.2938 -0.3162
H 29.80256 -10.28925 21.31461 0.1317 -0.5784 -0.0936
H 29.98939 -5.99769 24.61900 -0.2818 -0.6962 -0.1306
H 31.21312 -5.57957 23.45956 0.0282 -0.1283 -0.3164
H 31.63648 -5.84715 25.10570 0.3475 -0.8448 0.0493
C 25.65461 -10.85895 24.57767 0.6710 -0.5240 1.3446
O 24.87281 -11.05285 23.41839 -0.2021 2.1322 -0.9334
C 24.91890 -9.99234 22.53354 2.6731 -0.3940 0.4537
O 25.74228 -9.06292 22.54822 -2.0953 -1.7842 0.6127
O 24.08671 -10.28854 21.56819 -0.8898 1.0935 -0.0161
C 24.01914 -9.32612 20.49603 -0.0241 0.4860 -0.5349
H 25.74510 -9.82915 24.92327 -0.0353 0.0683 -0.4846
H 26.64227 -11.30596 24.46447 0.1659 0.2789 -0.3441
H 25.21623 -11.42496 25.39959 -0.4245 -0.0402 -0.2184
H 24.51083 -9.83273 19.66556 -0.0430 0.6102 -0.1355
H 24.42933 -8.34647 20.74127 1.0065 -0.5159 0.1710
H 23.00902 -9.00097 20.24695 -0.4515 -1.1122 0.1559
C 22.74235 -6.05715 23.09869 1.0277 -0.1278 1.9586
O 23.10882 -5.60042 21.81245 0.1885 0.0856 -0.4583
C 24.39405 -5.53351 21.42788 1.4599 0.0648 0.4983
O 25.39693 -5.90317 22.03779 -1.8809 0.1300 -0.6156
O 24.40907 -4.92352 20.24789 -1.2226 0.6881 0.5078
C 25.59240 -4.63858 19.53074 0.8864 -0.7976 -0.8972
H 23.34666 -5.62277 23.89507 0.5707 0.3704 -0.3032
H 22.91696 -7.11861 23.27450 -0.3610 -0.1898 -0.6143
H 21.75133 -5.73670 23.42006 -0.2429 -0.2077 -1.0713
H 26.23933 -3.81877 19.84300 -0.2370 -0.1526 1.1540
H 25.30947 -4.28943 18.53770 -0.5173 -0.4665 -0.0005
H 26.13137 -5.58370 19.46468 0.5214 0.1795 -0.0910
```
Forces are in eV/Å.

natural (NBO) population analysis, charges in e, atoms 1 to 6: 0.829 -0.627 -0.019 -1.087 0.195 0.175


Entry 4:
Density functional theory data (ωB97M-V/def2-TZVPD) for a structure of composition C14H30AlHfO3S at a distorted geometry.

Energy, eV: -39842.783
Charge: +3
Gap between HOMO and LUMO, eV: 4.119

The geometry in XYZ format:
```
50
Properties=species:S:1:pos:R:3:forces:R:3
C 1.62968 -0.66010 3.09748 -0.7504 -0.2383 1.0423
O 1.65251 -1.22792 1.75618 1.9425 0.8005 -0.1548
C 3.00442 -1.57227 1.36713 -0.2323 -0.2407 -0.0830
C 3.17438 -1.59309 -0.25554 0.7247 -0.6744 -0.5641
C 4.18071 -0.44458 -0.74877 -1.9432 1.4739 2.7598
C 3.49213 0.98749 -1.02355 -0.4144 0.2913 0.1077
C 2.03773 1.14955 -0.30069 0.1253 1.1370 -1.2984
C 1.49091 2.61931 -0.76055 0.3161 -0.9907 1.2502
C 0.32948 3.06248 0.28616 1.4361 0.3337 -0.5940
Al -1.49700 2.43418 -0.36619 1.5817 1.6237 -1.0205
S -1.51218 1.45671 -2.41848 -0.8575 -0.8344 0.4444
C -2.47180 1.16178 0.99534 -2.8599 -2.3941 3.0536
C -4.01527 1.21173 0.59672 0.3503 1.4449 0.5477
C -4.80736 -0.16173 0.83328 -0.1883 -0.7848 -1.4145
C -4.05081 -1.46878 0.30444 -1.9071 -0.6694 1.5140
O -3.20512 -1.23556 -0.85673 1.4435 -1.6700 0.3025
C -2.08364 -2.10862 -0.88301 3.2620 -1.2298 1.6946
C -1.71648 -2.99556 -2.18219 -0.3982 0.9846 -0.6967
O -1.27679 -2.21864 0.08150 -3.4584 1.0720 -2.9547
H 1.54372 -1.54098 3.82591 0.4171 1.4291 -0.7668
H 2.53028 0.00934 3.32688 -1.1294 -1.0520 -0.3736
H 0.67997 -0.03087 3.24267 1.3686 -0.9706 -0.5464
H 3.78085 -0.85154 1.82798 -1.1480 -1.0817 -0.5996
H 3.20873 -2.64069 1.70973 -0.0215 1.4041 -0.3389
H 3.65704 -2.59652 -0.53157 -0.6911 1.2638 0.5283
H 2.17826 -1.55140 -0.80493 1.2618 0.0938 0.8924
H 4.66366 -0.82223 -1.76838 0.2124 -0.1615 0.2756
H 5.05674 -0.30526 -0.01593 -0.8896 -0.6032 -1.4610
H 4.13183 1.85827 -0.62231 -0.6635 -1.5766 -0.7303
H 3.34418 1.18245 -2.14774 0.1167 -0.2973 1.4304
H 1.27191 0.40023 -0.68377 1.1638 0.6605 0.8596
H 2.15933 1.14036 0.83157 -0.2266 -0.2274 -1.6013
H 2.40672 3.30615 -0.71480 -1.5155 -0.5360 -0.0882
H 1.10836 2.58060 -1.84391 0.6500 0.0828 1.5345
H 0.30728 4.21979 0.24580 -0.5693 -1.6246 0.0929
H 0.58279 2.79262 1.36361 -0.1184 0.2690 -1.4503
H -2.44976 3.72674 -0.45663 -0.7063 -0.3329 0.0953
H -2.70398 0.71745 -2.53362 0.9437 0.9982 0.3537
H -2.24706 1.60704 2.03403 -0.0167 0.0098 -1.8377
H -1.98830 0.12763 0.96149 -0.1064 1.3738 -0.7486
H -4.16117 1.64055 -0.46671 0.0373 -1.0513 1.4230
H -4.49971 2.00003 1.28893 0.9135 -0.9293 -1.2116
H -5.12081 -0.32130 1.91603 0.7581 0.3654 -1.3300
H -5.79038 -0.07341 0.23469 1.5496 0.1983 0.8855
H -4.86520 -2.21924 -0.01836 1.2744 1.1456 0.4784
H -3.52478 -1.94367 1.19684 -0.1035 0.6559 -1.5108
H -1.99131 -4.09885 -2.03651 0.0868 1.7748 -0.0223
H -0.58126 -2.97715 -2.37889 -1.7761 0.1650 0.7278
H -2.21284 -2.56677 -3.12884 0.5248 -0.8777 1.5166
Hf 5.26646 -1.16951 -3.47091 0.2306 -0.0025 -0.4131
```
Forces are in eV/Å.

natural (NBO) population analysis, charges in e, atoms 1 to 6: -0.283 -0.540 -0.056 -0.464 -0.198 -0.466